No. 1
Here is a cluster of 11 separate species, C24H71ClNO13P2S in total at a distorted geometry from the Open Molecules 2025 dataset. Energies are from ωB97M-V with the def2-TZVPD basis set.

Values from the calculation:
**Molecular weight**: 711.3 g mol⁻¹
**E_LUMO**: 1.85 eV
**HOMO energy**: -3.4535 eV
**Charge**: -1
**HOMO-LUMO gap**: 5.303 eV

Each line ends with the Mulliken charge.
Positions of all 113 atoms, in Å:
C  -3.5201  2.0823  -2.8975  -1.21
C  -2.0510  2.4327  -2.5483  -0.60
P  -1.5262  1.8920  -0.8558  0.02
C  -0.3488  3.2694  -0.4882  -1.07
P  -0.3797  -0.1687  -1.0341  1.87
C  0.4518  -1.8775  -1.1273  -1.85
N  -1.5196  -0.5087  -2.4012  -0.71
C  0.9364  0.5730  -2.2520  -0.28
C  0.8155  0.1792  -3.7325  -0.61
C  2.0883  0.5699  -4.5235  -0.91
S  2.0554  2.2618  -5.1607  -0.29
C  0.6501  0.1889  0.5608  -1.06
C  2.1674  0.4100  0.5223  -1.53
C  2.7166  1.8118  0.2194  -0.27
C  2.7763  2.7238  1.4372  -0.62
O  3.9899  3.5541  1.4189  -0.25
C  4.0379  4.4455  0.4249  0.10
O  3.1294  5.1383  0.0455  -0.51
C  -1.8310  -0.8766  0.2837  -1.28
C  -2.2913  -2.2418  0.1957  0.45
O  -1.9159  -3.2103  0.8306  -0.61
Cl  -3.6637  -2.5816  -0.9571  -0.27
H  -4.0353  2.9648  -3.2713  0.48
H  -3.5040  1.3623  -3.7193  0.16
H  -4.0278  1.6647  -2.0337  0.38
H  -1.3818  2.0818  -3.3346  0.12
H  -1.9586  3.5248  -2.5437  0.66
H  0.1073  3.1648  0.4918  0.13
H  -0.9593  4.1767  -0.4554  0.65
H  0.4134  3.4464  -1.2540  0.22
H  0.3972  -2.4127  -0.1768  0.24
H  0.0366  -2.5501  -1.8832  0.34
H  1.5170  -1.7925  -1.3472  0.57
H  -2.4824  -0.3285  -2.1422  0.11
H  -1.5073  -1.4697  -2.7187  0.33
H  0.9407  1.6666  -2.2280  -0.53
H  1.9461  0.2450  -1.9963  0.40
H  -0.0070  0.7006  -4.2128  0.27
H  0.7185  -0.9023  -3.8325  0.32
H  2.9971  0.3848  -3.9523  0.37
H  2.1327  -0.0586  -5.4165  0.50
H  1.2346  2.8312  -4.2723  0.08
H  0.1865  0.9575  1.1933  0.87
H  0.5598  -0.7281  1.1491  0.31
H  2.6671  -0.2993  -0.1394  0.04
H  2.5564  0.1541  1.5181  0.84
H  2.2160  2.2937  -0.6155  0.17
H  3.7611  1.6786  -0.0903  0.47
H  1.9324  3.4052  1.5003  0.23
H  2.8795  2.1229  2.3368  0.32
H  5.0415  4.5050  -0.0188  0.36
H  -1.5150  -0.7662  1.3224  0.40
H  -2.6900  -0.2178  0.1545  0.75
C  6.7266  4.7067  2.7650  -0.09
O  7.7785  4.7576  1.8006  -0.52
H  7.1776  4.4735  3.7266  0.20
H  6.2184  5.6719  2.8387  0.32
H  6.0008  3.9348  2.5047  -0.18
H  7.3880  4.9647  0.9485  0.30
C  -4.4380  -6.3669  0.4189  -0.51
O  -3.1774  -6.3016  -0.2280  -0.49
H  -5.1174  -6.9165  -0.2293  0.24
H  -4.3605  -6.8928  1.3767  0.24
H  -4.8409  -5.3645  0.5894  0.21
H  -2.5857  -5.7917  0.3355  0.29
C  1.9935  4.7481  -8.6530  -0.49
O  0.6497  4.2968  -8.5572  -0.50
H  2.1991  4.9759  -9.6967  0.24
H  2.1475  5.6544  -8.0599  0.23
H  2.6897  3.9757  -8.3159  0.22
H  0.4885  4.0960  -7.6303  0.31
C  0.3512  -3.1793  3.6362  -0.77
O  0.2217  -2.6029  2.3462  -0.28
H  1.3052  -2.8520  4.0479  0.28
H  -0.4568  -2.8563  4.2971  0.26
H  0.3476  -4.2735  3.5813  0.27
H  -0.6154  -2.9022  1.9585  0.17
C  -6.2137  2.2874  -5.8225  -0.57
O  -6.0750  3.0659  -4.6402  -0.42
H  -5.5505  1.4332  -5.7167  0.21
H  -7.2384  1.9261  -5.9487  0.26
H  -5.9201  2.8538  -6.7104  0.28
H  -6.6530  3.8295  -4.7118  0.26
C  -2.5239  -4.3291  6.6348  -0.56
O  -2.7011  -3.7523  5.3444  -0.45
H  -1.5651  -3.9786  7.0115  0.24
H  -3.3108  -4.0137  7.3238  0.28
H  -2.5128  -5.4183  6.5880  0.23
H  -3.5431  -4.0544  4.9968  0.25
C  7.0892  1.5627  4.8965  -0.51
O  7.1208  0.9328  3.6241  -0.51
H  7.4145  0.8261  5.6273  0.27
H  7.7712  2.4172  4.9311  0.21
H  6.0771  1.8904  5.1505  0.24
H  6.8351  1.5703  2.9641  0.29
C  -2.0530  -7.2353  9.1922  -0.53
O  -3.2479  -6.6301  8.7115  -0.46
H  -1.2657  -6.9959  8.4817  0.22
H  -1.7712  -6.8434  10.1731  0.26
H  -2.1503  -8.3224  9.2548  0.28
H  -3.9542  -6.8323  9.3294  0.27
C  3.3451  -4.4307  -0.9381  -0.53
O  3.6617  -3.1403  -1.4405  -0.44
H  2.9551  -4.2921  0.0670  0.15
H  2.5770  -4.9189  -1.5442  0.27
H  4.2305  -5.0732  -0.8910  0.30
H  3.9980  -3.2341  -2.3345  0.25
C  -6.8140  2.8399  0.0909  -0.63
O  -5.7222  2.7530  -0.8070  -0.37
H  -6.4186  2.6676  1.0893  0.22
H  -7.2839  3.8296  0.0688  0.25
H  -7.5737  2.0795  -0.1187  0.27
H  -6.0456  2.9013  -1.7012  0.24

Atoms 1-3, force components in eV/Å:
0.97 -0.11 -0.44
-0.18 0.46 -0.09
-0.48 0.00 0.47

---

No. 2
Here is a structure of composition C25H30Br2LiN5O3PSSbSe4 from the Open Molecules 2025 dataset. Energies are from ωB97M-V with the def2-TZVPD basis set.

Values from the calculation:
**Molecular weight**: 1115.9 g mol⁻¹
**E_LUMO**: -0.74 eV
**HOMO energy**: -6.8155 eV
**Charge**: 0
**HOMO-LUMO gap**: 6.079 eV
**Energy relative to the best compared isomer or geometry (same formula, charge and spin)**: 29.8 kJ/mol

Each line ends with the Mulliken charge.
Positions of all 73 atoms, in Å:
Li  0.6926  -0.0576  -0.6665  0.32
C  2.2852  4.3955  2.1248  -0.90
N  2.0447  3.0638  2.6269  0.30
C  1.9551  2.6861  3.9499  -0.64
C  1.7975  1.3553  3.9809  -0.81
N  1.7776  0.9032  2.6644  1.14
C  1.9327  1.9779  1.8236  0.01
S  1.9573  2.0587  0.1524  -0.42
C  1.8897  -0.4643  2.3305  -0.59
C  2.6545  -1.2890  3.1506  -0.66
C  2.7657  -2.6244  2.8207  -0.78
C  2.0862  -3.1019  1.7107  -1.04
C  1.3436  -2.2051  0.9709  -0.33
N  1.2490  -0.9047  1.2609  1.24
H  2.4794  5.0621  2.9613  0.35
H  1.4208  4.7499  1.5627  0.29
H  3.1493  4.3843  1.4621  0.34
H  2.0176  3.4001  4.7511  0.47
H  1.6585  0.6944  4.8164  0.59
H  3.1989  -0.8788  3.9865  0.54
H  3.3794  -3.2846  3.4174  0.43
H  2.1519  -4.1404  1.4188  0.46
H  0.7675  -2.5321  0.1105  0.42
Br  -2.6369  3.6294  -5.2658  -0.16
C  -1.6182  2.7097  -3.9654  -0.13
C  -1.4218  3.2654  -2.7140  -0.92
C  -0.6948  2.5237  -1.7965  -0.40
N  -0.1736  1.3338  -2.0660  0.35
C  -0.3115  0.8386  -3.2964  1.05
C  -1.0563  1.4855  -4.2788  -0.89
C  0.4500  -0.4022  -3.5708  0.20
C  0.8918  -0.6879  -4.8584  -0.95
C  1.7202  -1.7803  -5.0414  -0.26
Br  2.3971  -2.1594  -6.7621  -0.15
C  2.0577  -2.5748  -3.9626  -0.85
C  1.5411  -2.2230  -2.7262  -0.51
N  0.7703  -1.1604  -2.5188  0.74
H  -1.8314  4.2292  -2.4498  0.46
H  -0.5053  2.9091  -0.8013  0.47
H  -1.2212  1.0472  -5.2518  0.53
H  0.6327  -0.0519  -5.6912  0.47
H  2.7208  -3.4204  -4.0668  0.48
H  1.7657  -2.8309  -1.8585  0.47
C  -3.9830  -3.4734  -1.0032  -1.13
C  -2.9533  -3.2950  0.0973  -0.26
O  -1.8316  -2.4962  -0.3344  -0.35
P  -1.6921  -0.9244  -0.0364  0.76
O  -2.2420  -0.8030  1.4999  -0.42
C  -1.4851  -0.2893  2.5964  0.49
C  -2.4575  0.1222  3.6850  -1.51
O  -3.0582  -0.4345  -0.7810  -0.27
C  -3.4675  0.9273  -0.6837  0.06
C  -4.7503  1.0521  0.1166  -1.45
H  -4.6920  -4.2470  -0.7058  0.41
H  -3.5005  -3.7867  -1.9295  0.28
H  -4.5155  -2.5431  -1.1863  0.20
H  -2.5312  -4.2605  0.3753  0.38
H  -3.4089  -2.8374  0.9739  0.24
H  -0.8957  0.5728  2.2701  0.03
H  -0.8048  -1.0603  2.9664  0.12
H  -3.1380  0.8836  3.3031  0.31
H  -1.9150  0.5255  4.5404  0.44
H  -3.0452  -0.7367  4.0080  0.31
H  -3.6124  1.2965  -1.7013  0.31
H  -2.6804  1.5238  -0.2114  0.13
H  -5.5629  0.5176  -0.3751  0.35
H  -5.0205  2.1056  0.2003  0.41
H  -4.6098  0.6281  1.1102  0.24
Se  5.5673  -1.9504  -0.0260  -0.45
Sb  5.7213  0.6269  0.3055  0.54
Se  7.1798  1.8638  -1.1318  -0.53
Se  5.3787  1.1655  2.6307  -0.53
Se  3.8752  -0.6017  -1.0179  0.19

Atoms 1-3, force components in eV/Å:
0.18 0.35 0.15
0.06 0.20 -0.11
-0.05 -0.35 0.03

---

No. 3
Here is a structure of composition CH6BNO at a distorted geometry from the Open Molecules 2025 dataset. Energies are from ωB97M-V with the def2-TZVPD basis set.

Values from the calculation:
**Molecular weight**: 58.9 g mol⁻¹
**E_LUMO**: 0.46 eV
**HOMO energy**: -9.2705 eV
**Charge**: 0
**HOMO-LUMO gap**: 9.735 eV
**Energy relative to the best compared isomer or geometry (same formula, charge and spin)**: 165.2 kJ/mol

Each line ends with the Mulliken charge.
Positions of all 10 atoms, in Å:
B  0.0313  -0.4481  -0.1940  0.43
C  1.1672  0.6234  0.0348  -0.79
N  -1.8047  -0.0438  0.3538  -0.73
O  0.3834  -1.6622  -0.5151  -0.49
H  2.0740  0.1659  0.4069  0.25
H  0.9294  1.5135  0.7503  0.23
H  1.2184  1.0818  -0.9720  0.28
H  -2.1888  0.4660  -0.4140  0.23
H  -1.5447  0.6653  0.9947  0.24
H  -0.2656  -2.3617  -0.4452  0.35

Atoms 1-3, force components in eV/Å:
-3.30 2.44 2.67
-1.61 1.82 0.65
4.13 -2.27 -1.46